The following is a DFT calculation (wB97M-V/def2-TZVPD) of a cluster of 17 separate species, C35H99BN27O24 in total in a non-equilibrium geometry.

Structure (ORCA input):
```
! RIJCOSX wB97M-V def2-TZVPD def2/J DEFGRID3
* xyz -2 2
O -15.90878 -6.56702 -3.46456
C -16.14115 -7.00721 -4.60157
O -15.30091 -7.12311 -5.49590
B -15.96895 -7.48402 -6.81475
O -17.37288 -7.69897 -6.41459
C -17.50918 -7.38549 -5.15746
O -18.57139 -7.30552 -4.51622
O -15.44770 -8.67127 -7.48969
C -15.13736 -8.44202 -8.73811
O -14.67578 -9.19496 -9.54670
C -15.40081 -6.88251 -8.93130
O -15.78442 -6.36558 -7.76146
O -15.35639 -6.28170 -10.02577
C -11.98904 -3.62811 -3.10868
C -13.43557 -3.24302 -3.29134
C -13.66498 -1.70319 -3.42536
O -13.49743 -1.03493 -2.13036
C -13.29612 0.32443 -2.33360
N -13.85093 -4.04896 -4.48151
H -11.33507 -3.43932 -3.96002
H -11.83852 -4.65654 -2.78038
H -11.55063 -3.07334 -2.27914
H -14.02727 -3.55570 -2.43098
H -14.70571 -1.68155 -3.74864
H -13.06811 -1.36998 -4.27436
H -14.05973 0.83134 -2.92354
H -12.33138 0.53961 -2.79304
H -13.34228 0.81787 -1.36278
H -13.93887 -5.03144 -4.26450
H -14.77154 -3.84378 -4.84273
C -21.29946 -9.54280 -4.61937
C -20.40069 -10.15010 -5.69649
C -20.24697 -11.70012 -5.46114
O -19.58137 -11.90918 -4.26279
C -18.17717 -11.48756 -4.23840
N -20.85397 -9.85640 -7.07066
H -21.15478 -8.46272 -4.64365
H -21.12232 -10.02268 -3.65685
H -22.34756 -9.65364 -4.89740
H -19.40012 -9.71771 -5.69845
H -19.74416 -12.23317 -6.26807
H -21.16283 -12.24283 -5.22713
H -17.97846 -10.45468 -3.95245
H -17.62268 -11.79287 -5.12578
H -17.75618 -12.09006 -3.43350
H -20.85310 -8.85443 -7.19778
H -21.84629 -10.00409 -6.95411
C -11.25551 -8.92400 -8.41141
C -11.06771 -8.93255 -6.84411
C -12.13257 -8.11285 -6.00645
O -11.52710 -7.84227 -4.68926
C -12.49958 -7.57470 -3.64204
N -11.14964 -10.31311 -6.44718
H -10.53871 -9.69076 -8.70531
H -10.94648 -8.03110 -8.95486
H -12.27560 -9.24285 -8.62554
H -10.04469 -8.59342 -6.68126
H -13.07868 -8.62946 -5.84495
H -12.37497 -7.15317 -6.46291
H -13.19211 -8.37294 -3.37499
H -13.08511 -6.70590 -3.94277
H -11.95616 -7.21033 -2.77025
H -10.42562 -10.50329 -5.76915
H -10.69639 -10.83043 -7.18681
C -18.45342 -6.20313 -0.19766
C -19.82629 -6.51512 -0.68137
C -20.11350 -7.88598 -1.29229
O -19.91011 -8.93747 -0.37879
C -19.64550 -10.23592 -0.90805
N -20.75897 -6.17268 0.35098
H -18.21766 -6.96624 0.54407
H -18.30026 -5.15946 0.07691
H -17.75298 -6.42428 -1.00300
H -20.02299 -5.73356 -1.41524
H -19.51415 -7.96594 -2.19920
H -21.12669 -7.85072 -1.69267
H -20.57951 -10.63729 -1.30126
H -19.22807 -10.86976 -0.12568
H -18.99003 -10.27531 -1.77805
H -21.68644 -6.08280 -0.03868
H -20.77370 -6.91840 1.03199
C -11.75654 -10.37962 1.43539
C -12.87140 -10.61000 0.45716
C -13.09830 -9.43773 -0.45176
O -14.04904 -8.55958 0.23479
C -14.32240 -7.25684 -0.29862
N -12.32031 -11.72398 -0.29389
H -11.77529 -11.07221 2.27686
H -11.74666 -9.37369 1.85503
H -10.76436 -10.46008 0.99131
H -13.85884 -10.90079 0.81563
H -13.48268 -9.72360 -1.43086
H -12.15270 -8.96947 -0.72502
H -13.47496 -6.60375 -0.09026
H -15.23605 -6.86308 0.14669
H -14.38440 -7.40089 -1.37728
H -12.89474 -11.98511 -1.08252
H -12.11993 -12.56033 0.23571
C -12.28544 -4.56371 -10.95416
O -12.42406 -5.42849 -11.83358
N -13.28881 -4.17649 -10.22243
N -11.14681 -4.07553 -10.61937
H -13.93865 -4.94510 -10.13842
H -13.24364 -3.35828 -9.63201
H -11.27287 -3.52062 -9.78494
H -10.27808 -4.54313 -10.83559
C -14.30197 -12.36813 -6.93770
O -14.80968 -13.45885 -6.69943
N -14.39877 -11.70332 -7.99622
N -13.56185 -11.72499 -6.12494
H -15.07272 -12.10814 -8.63026
H -14.16271 -10.72490 -8.08029
H -13.41281 -12.18653 -5.23901
H -12.85007 -11.06910 -6.41352
C -17.94932 -11.48784 -8.61593
O -17.02703 -12.14026 -9.04135
N -17.88410 -10.37261 -7.91245
N -19.21174 -11.68342 -8.81329
H -18.66185 -9.95113 -7.42506
H -16.94907 -10.08995 -7.65570
H -19.81287 -11.04744 -8.30905
H -19.44868 -12.59442 -9.17942
C -21.21975 -4.60364 -5.13169
O -20.77630 -3.83535 -4.27663
N -20.63142 -5.64526 -5.64999
N -22.38729 -4.42105 -5.72452
H -19.87586 -6.14612 -5.20461
H -21.21924 -6.19198 -6.26290
H -22.94309 -3.64685 -5.39015
H -22.68784 -5.11795 -6.39093
C -16.64730 -2.90522 -6.72206
O -16.21551 -3.31511 -5.69450
N -16.25737 -3.37736 -7.80572
N -17.36557 -1.80040 -6.83785
H -16.68638 -2.87308 -8.56845
H -15.32005 -3.75354 -7.80139
H -17.84931 -1.48580 -6.00892
H -17.82688 -1.64907 -7.72351
C -19.29528 -5.47914 -9.38563
O -20.45364 -5.89100 -9.49838
N -18.49614 -5.34536 -10.39901
N -18.68648 -5.04935 -8.21479
H -18.73166 -5.61350 -11.34385
H -17.50117 -5.30610 -10.22993
H -17.73313 -4.73934 -8.09182
H -19.19962 -4.96333 -7.34911
C -16.33327 -7.75692 -13.62574
O -16.40776 -8.99584 -13.68062
N -16.67393 -7.03786 -12.58354
N -15.89405 -6.99209 -14.59387
H -16.90641 -7.62556 -11.79572
H -16.33669 -6.09741 -12.43552
H -15.30668 -7.36405 -15.32651
H -16.03530 -5.99589 -14.50586
C -15.10218 -12.17052 -12.07123
O -14.42466 -12.05342 -13.13189
N -15.64782 -11.16461 -11.50376
N -15.30738 -13.28802 -11.33209
H -16.28134 -11.26303 -10.72334
H -15.46346 -10.23722 -11.85883
H -15.86515 -13.19653 -10.49506
H -15.00618 -14.14953 -11.76475
C -16.07429 -3.66539 -13.07349
O -16.84619 -3.39553 -12.14877
N -14.91136 -4.14859 -12.85641
N -16.19557 -3.35294 -14.34837
H -14.20604 -4.31363 -13.56024
H -14.69311 -4.28334 -11.87952
H -17.06321 -2.88326 -14.56448
H -15.48438 -3.43680 -15.06061
C -17.61452 -3.54025 -2.30548
O -18.24595 -2.72381 -1.69163
N -17.97837 -4.00299 -3.43434
N -16.46381 -4.06730 -1.95700
H -18.95209 -3.96761 -3.70028
H -17.29577 -4.30424 -4.11507
H -16.15060 -4.94694 -2.34202
H -16.03936 -3.77097 -1.08975
C -12.85124 -8.74611 -12.62657
O -13.05812 -9.85482 -13.05036
N -12.50898 -8.46388 -11.38980
N -12.81151 -7.68641 -13.38816
H -12.55823 -9.29270 -10.81470
H -12.54881 -7.51818 -11.03744
H -13.02911 -7.82220 -14.36505
H -12.67028 -6.76919 -12.98957
*
```

The calculation puts the HOMO-LUMO gap (spin up / spin down) at 2.626 / 6.664 eV. The expectation value of S² is 0.75.